P.
DFT (ωB97M-V/def2-TZVPD) results for a structure of composition C2H7N2S3.

The geometry in XYZ format:
```
14
Properties=species:S:1:pos:R:3
C 0.8220 0.1066 0.0763
C -1.8206 0.2257 0.3276
N 0.3988 1.2867 0.8053
N -0.3156 -0.8275 0.1008
S -1.0952 1.7892 0.0336
S 1.5041 0.2520 -1.5953
S -2.9208 -0.3717 -0.8322
H 1.4622 -0.3215 0.7954
H -1.7775 0.0295 1.4150
H 0.9761 2.0518 1.1706
H -0.5422 -1.3871 -0.8100
H -0.1705 -1.4308 0.9086
H 1.0062 1.4742 -2.0407
H -3.2096 0.7736 -1.4892
```

Its total charge is +1. The HOMO-LUMO gap is 9.3 eV. As for the LUMO energy: -3.89 eV.


Q.
DFT (ωB97M-V/def2-TZVPD) results for a structure of composition C2H7N2S3.

The geometry in XYZ format:
```
14
Properties=species:S:1:pos:R:3
C 0.1729 -0.7262 -0.5655
C 0.1487 0.4922 1.4935
N 0.5607 0.2888 0.1391
N 0.4384 -1.0624 -1.8126
S 0.2926 -2.8770 -4.8482
S 1.6013 1.5662 -0.3955
S -0.3548 -2.8802 -2.9760
H -0.9494 0.2219 1.7990
H 0.7424 -0.1657 2.2489
H 0.3525 1.5389 1.9245
H 1.1387 -0.6160 -2.4087
H -0.4866 -1.4868 -0.0300
H 0.6458 2.5753 0.0828
H -1.7395 -2.6093 -3.0401
```

Its total charge is +1. The HOMO-LUMO gap is 6.8 eV. As for the LUMO energy: -6.41 eV.


R.
DFT (ωB97M-V/def2-TZVPD) results for the ion C2H7N2S3 with charge +1.

The geometry in XYZ format:
```
14
Properties=species:S:1:pos:R:3
C -1.3803 1.0743 0.0790
N -0.8115 -0.1699 0.1147
S -1.7840 -1.6708 -0.3951
C 0.4730 -0.1914 0.1536
N 1.3390 -1.2531 0.1455
S 3.0579 -1.3208 -0.0241
S 3.5994 0.6622 0.0294
H -0.5262 1.7618 -0.2024
H -1.9441 1.4316 0.9941
H -2.0405 1.0870 -0.8553
H -2.2883 -1.9157 0.9657
H 0.9078 0.8156 0.0574
H 1.1576 -2.2497 -0.0902
H 2.9549 1.1710 -1.0456
```

Its total charge is +1. The HOMO-LUMO gap is 8.5 eV. Its SMILES is C/[N+](S)=C/NSS. As for the LUMO energy: -4.39 eV.


Which structure above is the least stable? It is Q.